1.
The following is a quantum chemistry calculation of C24H36N2O2 in the gas phase, from the OMol25 dataset.

Cartesian coordinates (Å):
1 C -6.6084 -0.9140 0.5880
2 C -5.1570 -1.1849 0.9665
3 C -4.4560 0.0292 1.5783
4 C -4.3294 1.2403 0.6536
5 C -3.4972 1.0301 -0.6128
6 C -1.9996 0.8399 -0.3625
7 C -1.5614 -0.6044 -0.0806
8 N -0.2451 -0.7172 -0.6733
9 C 0.6333 -1.8171 -0.3121
10 C 1.7362 -1.3362 0.6329
11 C 2.6190 -2.5058 1.0518
12 C 3.2341 -3.1668 -0.1770
13 C 2.1394 -3.6438 -1.1264
14 C 1.2505 -2.4774 -1.5457
15 C 0.0710 0.3030 -1.4825
16 O 1.1315 0.4798 -2.0565
17 C -1.1491 1.2139 -1.5844
18 C -0.7694 2.6946 -1.6644
19 C 0.1222 3.1042 -0.4985
20 O -0.3231 3.5228 0.5539
21 N 1.4372 2.9922 -0.7631
22 C 2.4580 3.3108 0.2138
23 C 3.3739 2.1486 0.4944
24 C 3.5166 1.6468 1.7805
25 C 4.3890 0.6023 2.0351
26 C 5.1186 0.0390 1.0026
27 C 4.9703 0.5235 -0.2863
28 C 4.1082 1.5755 -0.5378
29 H -6.6737 -0.1919 -0.2216
30 H -7.0907 -1.8325 0.2604
31 H -7.1579 -0.5248 1.4424
32 H -5.1298 -1.9960 1.6986
33 H -4.6120 -1.5274 0.0854
34 H -3.4636 -0.2700 1.9179
35 H -5.0196 0.3406 2.4616
36 H -3.8820 2.0585 1.2223
37 H -5.3291 1.5629 0.3569
38 H -3.6200 1.9257 -1.2267
39 H -3.8864 0.1887 -1.1892
40 H -1.6967 1.4806 0.4708
41 H -1.5041 -0.8284 0.9871
42 H -2.2432 -1.3266 -0.5490
43 H 0.0084 -2.5543 0.2072
44 H 1.2904 -0.8620 1.5104
45 H 2.3353 -0.5879 0.1138
46 H 3.4052 -2.1476 1.7177
47 H 2.0203 -3.2386 1.5994
48 H 3.8586 -4.0101 0.1249
49 H 3.8678 -2.4416 -0.6910
50 H 2.5855 -4.0993 -2.0125
51 H 1.5333 -4.4053 -0.6283
52 H 0.4563 -2.8251 -2.2106
53 H 1.8418 -1.7348 -2.0810
54 H -1.6771 0.9375 -2.5064
55 H -0.2511 2.8817 -2.6055
56 H -1.6760 3.3005 -1.6268
57 H 1.7172 2.4387 -1.5629
58 H 3.0526 4.1546 -0.1638
59 H 1.9395 3.6288 1.1218
60 H 2.9460 2.0820 2.5881
61 H 4.4985 0.2281 3.0428
62 H 5.8009 -0.7750 1.1999
63 H 5.5343 0.0860 -1.0972
64 H 4.0081 1.9554 -1.5442

Cartesian forces, eV/Å:
0.231 -0.125 -0.018
-0.052 0.141 0.146
-0.026 -0.021 -0.187
0.000 -0.147 -0.040
0.073 0.177 0.317
-0.133 -0.140 -0.243
-0.231 -0.026 0.101
-0.087 -0.119 0.226
0.432 0.122 -0.207
-0.173 -0.241 0.177
0.149 0.179 -0.139
-0.163 -0.254 0.178
0.134 0.178 -0.114
-0.106 -0.235 0.110
-0.474 0.163 -0.105
0.445 0.042 -0.336
0.060 0.108 0.169
0.004 -0.212 0.086
-0.176 0.109 -0.561
-0.239 0.117 0.378
0.526 0.003 -0.045
-0.007 0.226 0.104
-0.039 0.042 0.008
-0.019 0.060 -0.056
0.052 -0.062 0.071
0.039 -0.047 0.055
0.045 -0.023 -0.111
-0.013 0.003 0.103
-0.091 0.091 -0.087
-0.110 -0.027 -0.048
-0.113 0.064 0.073
0.060 -0.053 -0.064
0.059 -0.102 -0.015
0.057 0.010 0.130
0.060 -0.029 0.092
-0.048 0.091 -0.020
-0.035 0.095 0.037
-0.026 -0.015 -0.090
-0.004 -0.030 -0.143
0.046 -0.045 -0.005
-0.039 -0.020 -0.026
-0.029 0.013 0.093
0.032 0.050 -0.040
-0.027 0.074 0.002
0.018 0.104 -0.026
-0.033 -0.047 0.081
-0.001 -0.066 0.083
0.085 0.022 -0.031
0.102 0.037 -0.045
-0.047 -0.080 0.000
-0.005 -0.107 0.005
-0.022 0.048 -0.050
-0.042 -0.007 -0.030
0.020 -0.024 0.038
-0.053 0.022 -0.005
0.077 0.027 -0.002
-0.219 0.017 0.035
-0.086 -0.071 0.150
0.133 0.001 -0.124
-0.074 0.056 0.077
0.006 -0.039 0.082
0.050 -0.074 0.017
0.048 -0.037 -0.068
-0.003 0.034 -0.139

As for the LUMO energy: 0.789 eV. The value obtained for the HOMO-LUMO gap is 9.87 eV. The value obtained for the total energy is -1196.1897 Eh. As for the SMILES: CCCCC[C@H]1CN(C2CCCCC2)C(=O)[C@@H]1CC(=O)NCc1ccccc1.


2.
The following is a quantum chemistry calculation of C24H29N3O6 in the gas phase, from the OMol25 dataset.

Cartesian coordinates (Å):
1 C -4.0554 2.1149 5.7140
2 C -3.1716 3.3535 5.7501
3 O -2.0709 3.2455 4.8487
4 C -1.0104 2.5366 5.3020
5 O -0.9599 2.0207 6.3937
6 N 0.0035 2.5053 4.4050
7 C -0.0767 3.0113 3.0559
8 C -0.0541 1.8530 2.0545
9 C 1.1988 1.0045 2.2773
10 N 1.2406 -0.1055 1.3473
11 C 2.3526 -0.4409 0.6607
12 O 3.3826 0.2106 0.7104
13 C 2.1922 -1.6641 -0.1864
14 C 1.1409 -1.7220 -1.0936
15 C 0.9670 -2.8393 -1.9001
16 C -0.1561 -2.9422 -2.8848
17 O -0.8132 -3.9528 -3.0069
18 N -0.3242 -1.7982 -3.6096
19 C -1.2298 -1.5400 -4.6458
20 C -2.2631 -2.4068 -4.9731
21 C -3.1191 -2.0729 -6.0101
22 C -2.9607 -0.8997 -6.7158
23 C -1.9222 -0.0246 -6.3897
24 O -1.8412 1.1071 -7.1420
25 C -0.8008 2.0177 -6.8867
26 C -1.0608 -0.3481 -5.3519
27 C 1.8375 -3.9155 -1.7668
28 C 2.8969 -3.8477 -0.8826
29 C 3.0984 -2.7247 -0.0902
30 C 4.2849 -2.6455 0.8445
31 O 5.2729 -1.7695 0.3727
32 C 1.2384 0.5119 3.7279
33 C 1.1768 1.7067 4.6797
34 H -3.4938 1.2532 6.0661
35 H -4.9152 2.2627 6.3610
36 H -4.4012 1.9260 4.7002
37 H -3.7182 4.2384 5.4169
38 H -2.7877 3.5110 6.7630
39 H -0.9895 3.5950 2.9492
40 H 0.7863 3.6638 2.8785
41 H -0.0682 2.2465 1.0373
42 H -0.9429 1.2342 2.1998
43 H 2.0954 1.5998 2.0713
44 H 0.4448 -0.7247 1.3261
45 H 0.4530 -0.8891 -1.1599
46 H 0.3554 -1.0658 -3.4532
47 H -2.3862 -3.3270 -4.4296
48 H -3.9226 -2.7454 -6.2683
49 H -3.6208 -0.6330 -7.5249
50 H -0.9272 2.8203 -7.6114
51 H 0.1823 1.5565 -7.0282
52 H -0.8668 2.4329 -5.8753
53 H -0.2483 0.3090 -5.0779
54 H 1.6770 -4.7931 -2.3739
55 H 3.5828 -4.6773 -0.8024
56 H 4.7605 -3.6264 0.9228
57 H 3.9418 -2.3434 1.8478
58 H 4.8913 -0.8727 0.3698
59 H 2.1542 -0.0528 3.9049
60 H 0.3847 -0.1437 3.9148
61 H 1.1182 1.3747 5.7170
62 H 2.0673 2.3313 4.5501

Cartesian forces, eV/Å:
0.344 0.231 -0.085
-0.348 -0.117 0.407
0.260 -0.096 -0.215
-0.024 0.234 -0.038
-0.176 -0.162 0.371
0.061 0.099 -0.110
-0.311 0.011 -0.293
0.329 0.191 0.075
-0.112 0.058 0.126
-0.191 0.096 0.101
-0.460 -0.262 -0.061
0.397 0.155 0.092
0.104 -0.177 -0.192
0.071 -0.065 -0.017
0.136 -0.164 0.214
0.143 0.096 0.107
-0.026 -0.131 -0.073
0.210 0.398 0.027
-0.439 -0.163 -0.251
0.097 -0.202 0.231
0.085 0.261 -0.100
0.029 0.139 -0.083
-0.109 -0.167 0.042
-0.210 -0.273 0.012
0.173 0.142 0.051
0.085 0.222 -0.090
-0.167 0.098 -0.086
-0.048 0.130 0.053
0.074 0.069 0.077
-0.130 -0.015 0.160
0.316 0.290 -0.169
0.198 0.331 -0.100
-0.011 -0.350 0.264
-0.011 -0.067 0.036
-0.128 -0.008 0.065
-0.081 -0.019 -0.071
0.092 -0.083 0.060
-0.080 0.064 -0.175
0.188 0.001 -0.034
-0.064 0.022 -0.030
-0.008 -0.033 -0.055
-0.090 -0.017 -0.017
-0.139 -0.038 0.054
0.124 -0.063 -0.063
-0.068 0.064 -0.017
-0.068 -0.234 0.013
0.004 -0.020 0.019
-0.075 -0.059 -0.025
-0.086 0.034 -0.106
0.052 -0.031 0.074
-0.039 0.012 0.020
0.010 -0.029 -0.033
0.071 0.089 -0.013
-0.026 -0.093 -0.053
0.086 -0.088 0.013
-0.148 0.053 0.057
0.045 -0.114 -0.089
-0.003 -0.199 0.023
0.019 -0.062 -0.021
-0.034 -0.057 0.023
0.105 0.092 -0.139
0.001 -0.020 0.036

As for the LUMO energy: 0.284 eV. The value obtained for the HOMO-LUMO gap is 8.69 eV. The value obtained for the total energy is -1547.7308 Eh. As for the SMILES: CCOC(=O)N1CCC(NC(=O)c2cc(C(=O)Nc3cccc(OC)c3)ccc2CO)CC1.


3.
The following is a quantum chemistry calculation of 3 unconnected molecules or ions with the total composition C20H31BBrF6IN3O7, from the OMol25 dataset.

Cartesian coordinates (Å):
1 C 1.0419 -1.2048 -0.3018
2 C 0.4806 -0.1381 -0.9358
3 C -0.7297 0.4646 -0.3169
4 N -1.4591 1.4784 -1.1662
5 I -1.8719 0.5112 -3.0189
6 C -2.8061 1.8028 -0.5542
7 C -3.1727 3.2432 -0.8362
8 N -4.4635 3.5763 -0.2978
9 C -5.4787 2.8814 -0.6315
10 C -5.7073 2.2622 -1.9882
11 C -6.5470 2.6361 0.4026
12 O -2.2438 4.0156 -0.1185
13 C -0.9031 3.9039 -0.5765
14 C -0.5524 5.1499 -1.4416
15 C -0.9039 6.4365 -0.7394
16 O -0.1141 7.0806 -0.0816
17 Br -2.7333 7.0743 -0.9682
18 B 0.0590 3.9700 0.7340
19 N 1.4774 3.9808 0.6580
20 O -0.5176 4.0774 1.9732
21 C -0.6461 2.6950 -1.4924
22 H 2.0649 -1.0885 0.0247
23 H 0.4968 -2.1208 -0.1241
24 H 0.9095 0.2302 -1.8609
25 H -1.4376 -0.3495 -0.1392
26 H -0.5221 0.9165 0.6481
27 H -3.5138 1.0736 -0.9164
28 H -2.7620 1.6968 0.5255
29 H -3.1628 3.4906 -1.9094
30 H -5.2971 2.8487 -2.7989
31 H -6.7709 2.1187 -2.1278
32 H -5.2900 1.2551 -1.9963
33 H -7.3570 3.3537 0.3478
34 H -6.0535 2.6834 1.3624
35 H -6.8972 1.6149 0.2829
36 H 0.5111 5.1376 -1.6574
37 H -1.0708 5.0592 -2.3936
38 H 1.8659 3.9589 -0.2728
39 H 1.9239 3.3101 1.2647
40 H -1.1319 3.3765 2.1915
41 H -0.8754 2.9924 -2.5063
42 H 0.4150 2.4836 -1.4854
43 C 6.8926 -3.2083 0.6302
44 C 5.9790 -3.9039 -0.3542
45 O 5.1253 -2.9556 -1.0308
46 C 5.6549 -2.3335 -2.0722
47 O 6.7539 -2.4700 -2.5076
48 C 4.5999 -1.4075 -2.6973
49 F 3.9277 -0.7232 -1.7569
50 F 3.7027 -2.1167 -3.3923
51 F 5.1471 -0.5293 -3.5218
52 H 6.3115 -2.6089 1.3319
53 H 7.4728 -3.9406 1.1892
54 H 7.5827 -2.5377 0.1188
55 H 5.3077 -4.5841 0.1653
56 H 6.5406 -4.4874 -1.0815
57 C -1.7927 -5.0832 3.8545
58 C -0.7224 -6.1118 3.5642
59 O 0.0881 -5.7149 2.4372
60 C 1.0697 -4.8700 2.6961
61 O 1.3510 -4.3993 3.7542
62 C 1.8643 -4.5970 1.4091
63 F 1.0570 -4.3843 0.3585
64 F 2.6505 -5.6319 1.1136
65 F 2.6389 -3.5238 1.5404
66 H -2.3942 -4.8981 2.9638
67 H -2.4448 -5.4318 4.6535
68 H -1.3515 -4.1336 4.1576
69 H -1.1731 -7.0599 3.2819
70 H -0.0928 -6.2929 4.4333

Cartesian forces, eV/Å:
-0.130 0.674 -0.455
0.139 -0.356 0.349
-1.108 -1.186 -1.069
-0.060 -0.729 -0.419
0.033 -0.023 -0.037
-0.149 0.101 0.076
-0.932 1.371 -0.916
0.600 -1.767 1.385
-0.280 0.561 -0.285
0.079 -0.519 0.558
0.581 0.234 -0.199
0.128 -0.271 -0.200
0.512 0.727 0.546
-0.388 -0.592 -0.201
1.564 1.782 1.345
-1.743 -1.508 -1.356
0.434 -0.238 -0.070
-0.062 0.166 0.489
-0.798 -0.592 -0.899
0.660 -0.670 0.111
-0.046 0.910 0.091
0.770 -1.139 -1.391
-0.505 0.403 1.635
1.030 1.340 0.809
-0.241 0.042 0.307
0.171 0.426 -0.022
-0.135 -0.068 -0.135
0.320 0.037 0.193
0.423 -0.158 -0.197
0.175 0.090 -0.141
-0.231 0.117 -0.166
0.104 -0.148 -0.259
-0.301 -0.037 -0.007
-0.146 0.291 0.335
-0.400 -0.037 -0.174
0.243 0.252 0.052
-0.244 0.280 -0.088
0.404 0.018 0.094
0.395 0.467 0.360
-0.685 0.357 0.020
-0.264 -0.099 -0.218
0.118 -0.506 0.135
-0.032 0.312 -0.112
0.289 -0.388 0.402
-0.212 0.021 -0.062
-0.019 -0.334 0.338
0.193 0.145 -0.248
-0.138 0.224 -0.231
-0.065 0.098 0.148
-0.084 -0.180 0.019
0.187 0.062 -0.036
-0.028 -0.097 0.063
-0.018 -0.034 -0.007
0.054 -0.080 -0.034
-0.182 0.123 -0.070
-0.008 0.159 -0.149
0.121 0.268 -0.173
-0.428 -0.212 0.388
0.064 -0.075 -0.174
-0.306 -0.285 0.131
0.211 0.263 0.103
0.263 0.115 -0.312
-0.150 -0.029 -0.001
0.020 -0.192 0.039
0.013 0.155 0.147
-0.062 -0.106 0.018
0.008 -0.038 0.003
0.028 -0.045 0.098
0.095 0.011 -0.208
0.151 0.136 -0.068

As for the LUMO energy: -5.446 eV. The value obtained for the HOMO-LUMO gap is 6.60 eV. The value obtained for the total energy is -4967.1098 Eh. Its net charge is +1.


4.
The following is a quantum chemistry calculation of 3 unconnected molecules or ions with the total composition C27H58N2O10, from the OMol25 dataset.

Cartesian coordinates (Å):
1 C -5.6473 0.5200 -6.7102
2 C -5.7596 -0.5533 -7.8082
3 C -5.9824 -1.9586 -7.2438
4 C -4.7936 -2.4649 -6.4086
5 N -5.1007 -2.3821 -4.9753
6 C -4.0857 -2.7900 -4.0422
7 O -4.0065 -4.2040 -3.8315
8 C -5.1493 -4.8353 -3.2715
9 C -4.8870 -5.4516 -1.9051
10 C -6.1507 -6.1609 -1.4067
11 O -4.4192 -4.4867 -0.9699
12 C -2.6787 -2.3222 -4.3763
13 C -2.0618 -1.7833 -3.0530
14 C -1.7923 -0.2890 -3.1807
15 C -0.8117 0.3017 -2.1678
16 C -1.2296 0.1565 -0.7016
17 C -2.5463 0.8444 -0.3754
18 O -2.5480 2.1579 -0.9598
19 N -3.0657 -2.0563 -1.9806
20 C -4.3042 -2.1480 -2.6545
21 O -5.3473 -1.7538 -2.2191
22 H -5.4589 0.0803 -5.7282
23 H -6.5672 1.1051 -6.6294
24 H -4.8393 1.2280 -6.9132
25 H -6.5783 -0.2970 -8.4868
26 H -4.8414 -0.5645 -8.4065
27 H -6.8588 -1.9223 -6.5845
28 H -6.2004 -2.6590 -8.0532
29 H -3.9292 -1.8376 -6.6282
30 H -4.5483 -3.4931 -6.7113
31 H -5.9386 -2.9323 -4.8282
32 H -5.4484 -5.6443 -3.9502
33 H -6.0022 -4.1487 -3.1930
34 H -4.0828 -6.1869 -1.9840
35 H -6.1392 -6.1516 -0.3157
36 H -6.2123 -7.1888 -1.7636
37 H -7.0498 -5.6235 -1.7285
38 H -5.1238 -3.8444 -0.8018
39 H -2.1036 -3.1391 -4.8167
40 H -2.6666 -1.5218 -5.1126
41 H -1.1540 -2.3379 -2.7990
42 H -1.3661 -0.1133 -4.1745
43 H -2.7470 0.2504 -3.1503
44 H 0.1736 -0.1635 -2.2874
45 H -0.6981 1.3692 -2.3788
46 H -0.4464 0.5492 -0.0438
47 H -1.3340 -0.9120 -0.4839
48 H -3.3952 0.2699 -0.7579
49 H -2.6573 0.9250 0.7109
50 H -2.9620 2.7694 -0.3417
51 H -2.8467 -2.9340 -1.5208
52 C 6.4049 0.3835 -0.4325
53 O 5.2875 1.1114 0.0194
54 C 5.4229 1.5335 1.3649
55 C 4.5142 2.7079 1.6478
56 O 5.0074 3.9437 1.1574
57 C 4.8835 4.1874 -0.2341
58 C 3.4903 4.5829 -0.6651
59 O 2.6476 3.4496 -0.7455
60 C 1.2801 3.7872 -0.6919
61 H 6.5498 -0.5346 0.1496
62 H 6.2222 0.1166 -1.4715
63 H 7.3200 0.9845 -0.3745
64 H 6.4594 1.8256 1.5723
65 H 5.1514 0.7007 2.0295
66 H 4.4710 2.8363 2.7321
67 H 3.4996 2.5121 1.2928
68 H 5.2373 3.3379 -0.8218
69 H 5.5404 5.0377 -0.4294
70 H 3.5479 5.0670 -1.6506
71 H 3.0850 5.3073 0.0527
72 H 1.0400 4.3055 0.2442
73 H 0.7093 2.8616 -0.7378
74 H 0.9913 4.4210 -1.5385
75 C 7.2630 1.4167 9.5307
76 O 6.0811 1.0237 8.8739
77 C 4.9618 1.0006 9.7399
78 C 3.6709 1.0689 8.9578
79 O 3.3495 2.3665 8.4874
80 C 4.0359 2.8265 7.3356
81 C 3.5223 2.2448 6.0390
82 O 4.0145 0.9299 5.8458
83 C 3.2077 0.1752 4.9719
84 H 7.5285 0.7186 10.3336
85 H 8.0609 1.4224 8.7909
86 H 7.1647 2.4221 9.9566
87 H 5.0033 1.8465 10.4375
88 H 4.9716 0.0692 10.3239
89 H 2.8615 0.8099 9.6437
90 H 3.6777 0.3389 8.1452
91 H 5.1134 2.6698 7.4223
92 H 3.8474 3.9017 7.3075
93 H 3.8658 2.8786 5.2092
94 H 2.4256 2.2413 6.0529
95 H 2.1892 0.0799 5.3663
96 H 3.6478 -0.8167 4.8905
97 H 3.1626 0.6275 3.9732

Cartesian forces, eV/Å:
0.030 0.144 0.017
0.085 0.025 0.098
-0.085 0.186 0.238
-0.106 -0.243 -0.132
0.229 -0.051 -0.254
-0.134 0.569 -0.245
0.120 -0.268 0.139
-0.038 -0.190 -0.237
-0.120 -0.150 0.052
0.012 0.332 0.045
-0.092 0.067 0.022
0.295 -0.015 -0.162
-0.246 -0.485 0.130
0.391 0.103 0.024
-0.092 0.176 0.320
-0.070 -0.236 -0.074
-0.006 0.121 0.021
0.007 0.087 0.239
0.622 0.309 -0.619
0.054 -0.143 0.034
-0.440 -0.262 0.218
0.031 -0.029 -0.078
0.043 -0.100 0.022
-0.088 -0.043 -0.021
0.105 -0.054 -0.023
-0.110 -0.016 -0.019
-0.036 -0.123 -0.160
0.004 0.034 0.035
0.026 -0.081 0.042
0.113 0.080 0.031
-0.126 0.272 0.283
-0.021 0.086 0.030
0.108 0.045 0.064
0.089 0.176 -0.028
0.017 -0.199 -0.064
-0.019 0.041 0.004
0.034 -0.075 0.027
0.059 -0.061 -0.025
-0.065 -0.061 0.183
-0.274 0.026 0.028
0.041 0.208 -0.073
-0.064 0.015 0.022
0.026 -0.064 -0.004
-0.081 0.020 -0.087
0.072 -0.117 -0.084
0.008 0.011 -0.154
-0.024 0.142 0.204
0.089 0.028 -0.034
-0.012 -0.073 -0.044
0.010 -0.138 -0.170
-0.329 0.002 0.228
-0.065 -0.067 0.006
0.113 0.152 -0.043
-0.149 -0.110 -0.082
-0.019 0.027 0.131
0.002 0.005 0.029
0.041 0.057 -0.054
-0.055 -0.053 -0.080
0.020 -0.020 0.181
0.014 -0.078 -0.083
0.018 0.004 0.005
-0.006 -0.012 0.003
0.005 -0.013 0.017
0.005 0.001 0.016
0.089 0.034 0.077
0.007 -0.015 0.003
0.056 -0.061 -0.112
-0.076 -0.032 0.006
0.018 -0.015 -0.003
-0.022 0.063 0.024
0.015 0.015 0.008
-0.015 0.042 -0.032
-0.010 0.005 -0.025
-0.025 0.031 0.030
0.018 -0.085 -0.015
-0.058 0.170 -0.034
0.074 -0.073 -0.010
-0.060 -0.068 0.030
-0.016 0.009 0.011
0.025 0.104 -0.022
0.141 -0.079 -0.084
-0.094 -0.067 0.130
0.066 0.034 -0.011
-0.001 0.012 0.013
0.003 -0.013 0.002
-0.002 -0.010 0.019
-0.013 0.010 0.002
-0.001 0.036 0.063
-0.010 -0.017 -0.017
0.082 0.025 -0.015
-0.015 -0.079 -0.028
0.025 0.005 0.009
-0.121 0.054 -0.011
-0.004 0.032 0.001
-0.021 0.010 -0.060
0.025 0.009 -0.009
-0.041 -0.005 0.003

As for the LUMO energy: 0.715 eV. The value obtained for the HOMO-LUMO gap is 9.77 eV. The value obtained for the total energy is -1925.3361 Eh. As for the SMILES: CCCCN[C@@]1(OC[C@H](C)O)C[C@@H](CCCCO)NC1=O.COCCOCCOC.COCCOCCOC.


Look up the total energy of the third one. -4967.1098 Eh